A | {
  "formula": "C14H17N3O2",
  "method": "ωB97M-V/def2-TZVPD",
  "e_homo_ev": -8.38,
  "multiplicity": 1,
  "homo_lumo_gap_ev": 8.00,
  "symbols": ["C", "H", "H", "O", "C", "C", "C", "C", "C", "C", "H", "H", "H", "C", "O", "N", "H", "C", "C", "H", "H", "C", "N", "C", "N", "C", "C", "H", "H", "H", "H", "H", "H", "H", "H", "H"],
  "coordinates": [[-3.83500, 0.91201, 0.35331], [-4.94605, 0.88728, 0.17053], [-3.49863, -0.05551, 0.06231], [-3.42973, 1.80852, -0.76688], [-1.95837, 2.10559, -1.05903], [-0.98982, 1.53441, -0.06918], [0.36823, 1.91233, -0.22703], [0.51520, 2.71140, -1.54395], [-0.50960, 3.21253, -2.26898], [-1.80236, 2.98407, -1.96133], [-2.79736, 3.18859, -2.47808], [-0.33331, 3.82719, -3.05669], [1.70188, 3.11544, -1.74110], [1.30170, 1.31269, 0.38332], [2.50717, 1.83974, 0.28595], [1.20156, 0.12739, 1.09929], [0.40528, -0.21951, 0.82306], [2.24341, -0.60425, 1.70841], [2.88730, -1.45688, 0.56436], [3.68818, -0.84737, 0.24999], [3.62448, -2.26300, 1.16765], [2.12344, -2.29529, -0.21646], [0.86700, -2.81424, 0.20251], [-0.33558, -2.44261, 0.03144], [-1.30164, -3.20776, 0.34501], [-0.51045, -3.81794, 1.34211], [1.03879, -3.61946, 1.11681], [1.58695, -4.22969, 1.52237], [-0.88083, -4.54075, 2.20793], [-0.53091, -1.63891, -0.86753], [1.76850, -1.54223, -1.22382], [2.82214, -3.03140, -0.99076], [2.79963, 0.10085, 2.13504], [1.83600, -1.22227, 2.35326], [-1.23867, 0.87657, 0.70862], [-3.73695, 1.17133, 1.31237]],
  "mulliken_charge": [-0.94, 0.26, 0.42, -0.44, 0.34, -0.61, 0.14, -0.63, -0.44, -0.11, 0.33, 0.51, 0.18, 0.50, -0.72, 0.00, 0.06, -1.43, -0.51, 0.47, 0.30, -0.73, 0.36, 0.16, -0.57, -0.41, -0.60, 0.67, 0.29, 0.20, 0.31, 0.24, 0.49, 0.78, 0.79, 0.36]
}

***

B | {
  "formula": "C14H17N3O2",
  "method": "ωB97M-V/def2-TZVPD",
  "e_homo_ev": -8.85,
  "multiplicity": 1,
  "smiles": "CCCC[C@@H](Nc1ncnc2ccccc12)C(=O)O",
  "homo_lumo_gap_ev": 8.78,
  "symbols": ["C", "C", "C", "C", "H", "H", "C", "N", "C", "N", "C", "N", "C", "C", "C", "C", "C", "C", "H", "H", "H", "H", "H", "H", "C", "O", "O", "H", "H", "H", "H", "H", "H", "H", "H", "H"],
  "coordinates": [[1.95160, 3.98929, 1.23480], [1.82501, 2.71084, 0.41436], [3.09610, 1.86673, 0.50125], [3.09307, 0.63023, -0.39753], [2.92515, 0.92060, -1.43743], [4.07601, 0.15798, -0.35736], [2.06495, -0.42585, -0.00104], [0.74622, -0.07364, -0.49268], [-0.40332, -0.50078, 0.05223], [-0.32936, -1.48664, 0.94344], [-1.46565, -1.89634, 1.52257], [-2.66019, -1.44651, 1.30770], [-2.79068, -0.45686, 0.38807], [-4.07231, 0.05053, 0.11126], [-4.23072, 1.05562, -0.80509], [-3.12312, 1.59077, -1.47316], [-1.86186, 1.11312, -1.22504], [-1.66870, 0.07991, -0.29492], [-1.02059, 1.54082, -1.75196], [-3.26642, 2.38612, -2.18915], [-5.21510, 1.44513, -1.01819], [-4.90864, -0.37776, 0.63989], [-1.35293, -2.69530, 2.24436], [0.71064, 0.60375, -1.23613], [2.47754, -1.83030, -0.52316], [3.42739, -2.00306, -1.23363], [1.70086, -2.80840, -0.10214], [0.93658, -2.46375, 0.45339], [2.00392, -0.50679, 1.09415], [3.25080, 1.55820, 1.53746], [3.94622, 2.49039, 0.21612], [0.96974, 2.14037, 0.78173], [1.63567, 2.97529, -0.62948], [1.03895, 4.57699, 1.17024], [2.13408, 3.75368, 2.28076], [2.77798, 4.59641, 0.87212]],
  "mulliken_charge": [-1.49, 0.17, -0.75, -1.16, 0.36, 0.36, -0.01, -0.07, 0.62, -0.55, -0.38, -0.64, 0.07, -0.42, -0.38, -0.83, -0.54, 0.91, 0.32, 0.41, 0.39, 0.49, 0.42, 0.21, 0.56, -0.59, -0.54, 0.44, 0.46, 0.30, 0.43, 0.11, 0.22, 0.40, 0.34, 0.36]
}

***

C | {
  "formula": "C14H17N3O2",
  "method": "ωB97M-V/def2-TZVPD",
  "e_homo_ev": -8.55,
  "multiplicity": 1,
  "smiles": "COc1ccc([C@H](N(C)C)n2cnc(C=O)c2)cc1",
  "homo_lumo_gap_ev": 9.05,
  "symbols": ["N", "C", "N", "C", "C", "O", "C", "H", "H", "H", "C", "O", "C", "C", "C", "C", "C", "N", "C", "C", "C", "C", "H", "H", "H", "H", "H", "H", "H", "H", "H", "H", "H", "H", "H", "H"],
  "coordinates": [[1.15152, 0.70172, 2.99250], [1.58398, -0.49380, 2.40755], [0.53941, -1.19374, 1.84177], [-0.55928, -0.41845, 1.99746], [-1.87965, -0.97166, 1.64515], [-2.06315, -2.10579, 1.23355], [-0.13797, 0.78281, 2.58822], [2.60397, -0.82129, 2.35488], [-2.69408, -0.26687, 1.79851], [-0.64322, 1.69454, 2.66061], [2.82463, 2.45100, 9.97588], [3.62020, 1.83170, 8.93983], [3.22396, 1.88824, 7.63484], [3.95593, 1.08638, 6.72602], [3.54080, 0.97004, 5.39148], [2.45243, 1.70984, 4.89116], [2.30867, 1.69392, 3.37025], [2.10141, 2.93328, 2.81722], [2.24947, 3.01171, 1.33617], [2.52051, 4.19902, 3.45307], [1.71475, 2.49589, 5.79552], [2.07254, 2.57718, 7.16374], [3.30393, 2.18438, 10.91763], [2.85272, 3.55078, 9.85442], [1.79289, 2.06403, 9.96765], [4.87938, 0.65109, 7.08603], [4.18150, 0.43325, 4.72181], [3.27396, 1.08125, 2.80606], [2.07969, 4.04602, 1.03305], [3.28590, 2.67292, 1.06934], [1.51166, 2.39541, 0.78542], [2.69712, 4.90158, 2.61573], [1.74908, 4.66896, 4.09873], [3.44041, 4.05079, 4.07059], [0.92182, 3.16721, 5.47248], [1.54148, 3.25032, 7.84955]],
  "mulliken_charge": [0.44, -0.22, -0.59, 0.35, -0.28, -0.49, -0.37, 0.42, 0.30, 0.50, -0.78, -0.43, 0.72, -0.82, -0.36, -0.13, -0.36, 0.17, -1.07, -0.88, -0.26, -0.67, 0.23, 0.32, 0.33, 0.40, 0.32, 0.40, 0.44, 0.32, 0.25, 0.35, 0.24, 0.34, 0.52, 0.33]
}

***

Energies, relative to the best one, in kcal/mol: A 325.4; B 0.0; C 102.6.

***

A | {
  "formula": "C17H19ClN2OS",
  "method": "ωB97M-V/def2-TZVPD",
  "e_homo_ev": -7.16,
  "multiplicity": 1,
  "homo_lumo_gap_ev": 7.01,
  "symbols": ["C", "C", "C", "O", "C", "C", "C", "C", "C", "C", "Cl", "H", "C", "N", "C", "N", "C", "C", "C", "C", "C", "C", "H", "H", "H", "H", "H", "H", "S", "H", "H", "H", "H", "H", "H", "H", "H", "H", "H", "H", "H"],
  "coordinates": [[3.07558, 4.76264, -0.63426], [2.11771, 5.08767, -1.85914], [0.80491, 4.36819, -1.90536], [0.81372, 3.14543, -2.23498], [0.79268, 2.27285, -1.38031], [0.83898, 2.48777, 0.13714], [0.97970, 1.47626, 1.10069], [1.23570, 0.02376, 0.34464], [1.40188, -0.12943, -1.01371], [1.20450, 0.91710, -1.74720], [1.62643, 0.63601, -3.50690], [1.69842, -1.10500, -1.45009], [1.15693, -1.08836, 1.33312], [0.33408, -2.13341, 1.20778], [0.32866, -3.21224, 0.35042], [-0.69248, -3.83263, 0.29804], [-2.17255, -3.72907, 0.78435], [-3.10034, -4.10025, -0.06045], [-4.38798, -4.23277, 0.26363], [-4.57875, -3.59496, 1.67941], [-3.63666, -3.23501, 2.32489], [-2.12707, -3.28436, 2.06988], [-1.38891, -3.17745, 2.68639], [-3.68936, -2.87122, 3.55826], [-5.63522, -3.66376, 1.67756], [-5.23887, -4.45368, -0.32507], [-3.04913, -4.44807, -1.08833], [-0.49304, -4.78153, -0.53963], [1.87165, -3.67738, -0.01943], [-0.69206, -1.68239, 1.36469], [2.34420, -1.78278, 1.12942], [1.29271, -0.80326, 2.31334], [0.89731, 1.42697, 2.02909], [0.56713, 3.44431, 0.50686], [0.17443, 5.05764, -2.70388], [0.45650, 4.58600, -0.95790], [1.98609, 6.24004, -2.04236], [2.80830, 4.97964, -2.59888], [3.28921, 3.71139, -0.73414], [4.22597, 5.33044, -0.76350], [2.55906, 5.06493, 0.40589]],
  "mulliken_charge": [-0.88, -0.72, -0.41, -0.25, 0.34, -0.42, -1.43, 0.95, -0.44, 0.54, -0.26, 0.43, -2.02, -0.07, 0.21, -0.09, 0.72, -0.69, -0.36, -0.24, -0.73, -0.85, 0.98, 0.11, 0.41, 0.44, 0.30, 0.36, -0.47, 0.39, 0.28, 0.59, 0.76, 0.42, 0.20, 0.38, 0.34, 0.42, 0.28, 0.29, 0.22]
}

***

B | {
  "formula": "C17H19ClN2OS",
  "method": "ωB97M-V/def2-TZVPD",
  "e_homo_ev": -8.75,
  "multiplicity": 1,
  "smiles": "Cc1ncc(CN2CCC[C@@H](C(=O)c3cccc(Cl)c3)C2)s1",
  "homo_lumo_gap_ev": 8.85,
  "symbols": ["C", "C", "N", "C", "C", "S", "C", "N", "C", "H", "C", "C", "O", "C", "C", "C", "C", "C", "C", "H", "H", "H", "Cl", "H", "C", "C", "C", "H", "H", "H", "H", "H", "H", "H", "H", "H", "H", "H", "H", "H", "H"],
  "coordinates": [[-5.77818, -0.17617, 1.82521], [-4.53655, 0.51319, 2.24216], [-4.19119, 0.74733, 3.45355], [-3.00343, 1.39120, 3.54030], [-2.39287, 1.67991, 2.35868], [-3.37641, 1.09265, 1.05179], [-1.05780, 2.31830, 2.13363], [0.05896, 1.38994, 2.07746], [0.00841, 0.48322, 0.94977], [-0.24939, 1.05280, 0.05249], [1.38433, -0.18456, 0.78219], [1.32644, -1.10156, -0.42391], [0.86475, -2.21758, -0.34884], [1.85616, -0.57712, -1.71388], [2.20613, -1.51682, -2.68294], [2.71359, -1.10000, -3.89903], [2.86430, 0.25019, -4.17926], [2.49773, 1.18202, -3.22306], [2.00367, 0.77961, -1.99499], [1.71842, 1.52650, -1.27141], [2.60364, 2.23421, -3.44029], [3.25945, 0.56346, -5.13268], [3.16357, -2.27237, -5.08552], [2.07694, -2.56542, -2.46258], [1.69841, -0.97272, 2.05559], [1.63764, -0.03405, 3.25410], [0.28135, 0.66261, 3.31353], [0.26725, 1.37862, 4.13881], [-0.50868, -0.08680, 3.49457], [1.80231, -0.58904, 4.17855], [2.41859, 0.72306, 3.16282], [2.68824, -1.42637, 1.97669], [0.96736, -1.77585, 2.16521], [2.13986, 0.59151, 0.64639], [-0.74654, -0.31098, 1.07806], [-1.07016, 2.87823, 1.19394], [-0.85975, 3.01845, 2.95124], [-2.62178, 1.64356, 4.51330], [-6.38006, 0.47381, 1.19129], [-6.34832, -0.44614, 2.70993], [-5.54245, -1.07598, 1.25829]],
  "mulliken_charge": [-1.11, 0.66, -0.54, -0.70, 0.88, -0.15, -1.42, 0.25, -1.07, 0.48, 0.59, 0.00, -0.62, 0.64, -0.82, 0.32, -0.46, -0.77, -0.35, 0.36, 0.39, 0.43, -0.22, 0.51, -1.03, -0.87, -0.61, 0.41, 0.32, 0.42, 0.34, 0.44, 0.35, 0.38, 0.24, 0.43, 0.52, 0.45, 0.30, 0.31, 0.30]
}

***

Energies, relative to the best one, in kcal/mol: A 327.1; B 0.0.